No. 1
{
  "formula": "C12H18O9",
  "method": "ωB97M-V/def2-TZVPD",
  "symbols": ["C", "C", "C", "O", "C", "O", "O", "H", "H", "H", "H", "H", "H", "C", "C", "C", "O", "C", "O", "O", "H", "H", "H", "H", "H", "H", "C", "C", "C", "O", "C", "O", "O", "H", "H", "H", "H", "H", "H"],
  "positions_angstrom": [[36.882000, 35.701000, 25.712000], [36.044000, 35.685000, 24.420000], [35.754000, 36.929000, 23.677000], [36.615000, 36.834000, 22.562000], [37.040000, 35.626000, 22.437000], [37.802000, 35.290000, 21.509000], [36.587000, 34.868000, 23.442000], [36.374000, 36.197000, 26.593000], [37.723000, 36.287000, 25.567000], [37.353000, 34.699000, 26.119000], [35.286000, 35.047000, 24.681000], [35.825000, 37.846000, 24.409000], [35.012000, 37.048000, 23.135000], [39.798000, 38.141000, 22.524000], [40.018000, 39.107000, 23.616000], [38.608000, 39.601000, 24.240000], [38.550000, 38.834000, 25.523000], [39.695000, 38.236000, 25.825000], [39.982000, 37.686000, 26.850000], [40.541000, 38.399000, 24.741000], [39.289000, 38.440000, 21.732000], [39.474000, 37.191000, 23.084000], [40.831000, 37.907000, 21.969000], [40.640000, 39.799000, 23.547000], [37.731000, 39.238000, 23.830000], [38.443000, 40.618000, 24.277000], [36.792000, 38.262000, 19.612000], [36.586000, 36.942000, 18.706000], [35.076000, 36.495000, 18.747000], [34.803000, 36.244000, 17.412000], [35.850000, 36.485000, 16.617000], [35.910000, 36.319000, 15.433000], [36.933000, 36.881000, 17.385000], [36.572000, 38.242000, 20.772000], [36.358000, 39.017000, 19.151000], [37.957000, 38.280000, 19.575000], [37.063000, 35.932000, 19.142000], [34.474000, 37.234000, 19.114000], [35.002000, 35.625000, 19.468000]],
  "forces_ev_per_angstrom": [[0.07, -0.95, 1.59], [0.22, -1.47, 2.26], [5.53, 1.93, 5.79], [1.51, 2.87, 0.01], [3.74, -2.65, -3.04], [-2.48, 0.41, 2.73], [2.15, -1.21, -2.07], [0.08, -0.65, -1.16], [1.90, 1.35, -0.33], [-1.57, 1.59, -1.29], [-3.16, -0.45, 0.82], [0.65, -1.35, -1.79], [-8.69, 0.51, -3.29], [5.17, -3.52, 2.06], [-7.34, -5.11, 3.02], [2.27, -3.26, 0.92], [-0.81, 1.63, -0.17], [1.42, 0.54, -0.98], [-0.45, 0.31, -1.11], [0.66, -1.10, 1.55], [-3.25, 1.33, -3.07], [0.11, 1.21, -1.58], [-1.84, 0.14, 1.59], [5.08, 6.44, -1.57], [-1.35, -1.01, -1.89], [0.33, 2.38, 1.16], [4.94, -5.28, 2.01], [-1.21, -3.49, 4.96], [2.80, -1.42, 0.90], [-1.08, -0.71, -1.09], [1.32, -0.21, -0.65], [-0.33, 0.29, 1.24], [-0.39, 1.32, -2.06], [-0.05, -0.63, -2.73], [-1.83, 3.82, -2.05], [-1.88, 0.90, 0.12], [-0.14, 2.88, -0.18], [-1.83, 2.09, 0.70], [-0.26, 0.51, -1.34]],
  "smiles": "C[C@H]1COC(=O)O1.C[C@H]1COC(=O)O1.C[C@H]1COC(=O)O1",
  "orbital_gap_ha": 0.39133,
  "molar_mass_g_mol": 306.3,
  "total_charge": 0,
  "total_energy_ha": -1145.0562,
  "de_lowest_kcal_mol": 136.6
}



No. 2
{
  "formula": "C10H14N4S",
  "method": "ωB97M-V/def2-TZVPD",
  "symbols": ["C", "C", "C", "C", "C", "C", "C", "C", "C", "C", "H", "H", "H", "H", "H", "H", "H", "H", "H", "H", "H", "H", "H", "H", "N", "N", "N", "N", "S"],
  "positions_angstrom": [[0.479125, -0.325207, 3.160639], [0.716742, -1.244633, 2.007289], [-0.451773, -1.626234, 1.155626], [-0.028187, -2.356103, -0.133847], [0.657486, -1.386694, -1.121646], [-1.164709, -0.266853, -2.768254], [-0.972560, 1.775307, -2.092759], [-0.119507, 1.026341, -1.299326], [0.479631, 2.857995, -0.102695], [-1.051895, 3.201337, -1.826339], [1.362509, -0.238826, 3.832506], [0.306240, 0.737278, 2.763876], [-0.444917, -0.653433, 3.640725], [1.485208, -0.757356, 1.509038], [1.324808, -2.180563, 2.320866], [-1.163281, -2.207641, 1.743742], [-1.045860, -0.744251, 0.918559], [0.760026, -3.176964, 0.068218], [-1.028040, -2.798186, -0.515736], [1.015785, -1.976170, -1.996625], [1.538478, -0.918089, -0.639316], [-1.332594, -1.105408, -3.435716], [1.036382, 0.855567, 0.418926], [0.962408, 3.323937, 0.828182], [-0.275777, -0.287058, -1.721661], [-1.539365, 0.967253, -2.960591], [0.669254, 1.538457, -0.323200], [-0.290616, 3.656561, -0.729475], [-1.885000, 4.309635, -2.701006]],
  "forces_ev_per_angstrom": [[-0.56, 1.58, 0.15], [1.47, -2.21, 1.36], [0.01, -0.13, -0.05], [-0.85, -0.47, 0.11], [-1.38, -0.21, -1.69], [0.76, 1.11, 0.19], [1.67, 0.79, 2.20], [-1.39, -1.34, -1.39], [0.49, 1.84, 2.79], [-0.18, 0.68, -0.62], [-0.84, -0.31, -0.24], [-0.01, -1.33, 0.58], [0.26, 0.34, 0.66], [1.46, 0.93, -1.93], [-1.34, 1.05, -0.13], [0.18, -0.37, 0.01], [0.04, 0.30, -0.37], [-1.48, 1.05, -0.17], [2.00, 0.43, -0.04], [-0.09, 0.53, 0.59], [-0.64, -0.01, -0.50], [-0.19, 0.10, 0.41], [-0.58, 1.91, -1.41], [-0.29, -1.11, -1.45], [3.05, -0.69, 2.66], [-2.30, -1.10, -2.70], [0.96, -2.51, 1.66], [-0.16, -0.46, -0.68], [-0.07, -0.38, 0.02]],
  "smiles": "CCCCCn1cnc2c(=S)nc[nH]c21",
  "orbital_gap_ha": 0.29130,
  "molar_mass_g_mol": 222.3,
  "total_charge": 0,
  "total_energy_ha": -1006.6137,
  "de_lowest_kcal_mol": 31.4
}



No. 3
{
  "formula": "C4H13N2O",
  "method": "ωB97M-V/def2-TZVPD",
  "symbols": ["C", "O", "C", "N", "H", "H", "H", "H", "H", "H", "H", "C", "C", "N", "H", "H", "H", "H", "H", "H"],
  "positions_angstrom": [[1.788583, -0.936325, 1.573435], [1.674334, -2.307458, 1.266332], [0.678581, -0.179120, 0.863813], [0.806192, 1.252510, 1.133398], [1.657992, -0.766194, 2.645781], [2.753514, -0.517995, 1.267800], [2.346879, -2.796666, 1.761100], [0.696590, -0.436704, -0.207042], [-0.284036, -0.526829, 1.261773], [-0.068573, 1.753637, 1.207701], [1.379167, 1.742964, 0.470196], [-2.790010, 0.187067, -1.592209], [-0.706945, 1.324521, -2.113313], [-1.479925, 0.769613, -1.269983], [-3.484892, 0.533819, -0.827269], [-2.719903, -0.897118, -1.613990], [-3.114085, 0.583548, -2.552089], [-1.120270, 1.556827, -3.089851], [0.354824, 1.418996, -1.922690], [-1.049732, 0.514986, -0.365916]],
  "forces_ev_per_angstrom": [[-0.11, 0.07, 0.26], [0.14, -0.13, -0.08], [-0.15, 0.00, 0.09], [-0.42, 0.01, -0.25], [0.13, 0.11, 0.00], [0.02, -0.03, 0.00], [-0.23, 0.12, -0.18], [0.17, -0.12, 0.02], [0.10, -0.05, 0.04], [0.01, -0.06, 0.26], [0.42, 0.08, -0.06], [-0.46, 1.05, 0.29], [-0.42, -0.56, -0.42], [0.95, -0.69, -0.01], [-0.08, -0.30, -0.04], [0.12, 0.02, 0.09], [0.04, -0.15, -0.03], [0.16, 0.07, -0.01], [-0.11, 0.50, 0.35], [-0.28, 0.06, -0.33]],
  "orbital_gap_ha": 0.29392,
  "molar_mass_g_mol": 105.2,
  "total_charge": 1,
  "total_energy_ha": -344.6528,
  "de_lowest_kcal_mol": 71.6
}



No. 4
{
  "formula": "C7H15N3O2",
  "method": "ωB97M-V/def2-TZVPD",
  "symbols": ["C", "C", "C", "C", "C", "C", "C", "N", "N", "N", "O", "O", "H", "H", "H", "H", "H", "H", "H", "H", "H", "H", "H", "H", "H", "H", "H"],
  "positions_angstrom": [[-1.794977, 0.006525, -0.061403], [0.386365, -0.554196, 0.122942], [0.313105, 0.935634, -0.047748], [1.588918, -1.275940, -0.654733], [0.516341, -1.014910, 1.608953], [0.557305, 1.252234, -1.661417], [1.171735, 1.744584, 0.939523], [-0.919279, -0.997929, -0.413463], [-1.121148, 1.190946, 0.180788], [-3.127326, -0.157543, 0.160514], [-1.633208, 2.325900, 0.255727], [-1.275856, -2.292931, -0.041145], [2.509983, -0.765317, -0.452913], [1.480880, -1.255092, -1.824420], [1.590563, -2.315271, -0.179630], [0.436571, -2.148768, 1.710812], [-0.240245, -0.642391, 2.279316], [1.608105, -0.733334, 2.025415], [0.310805, 2.368155, -1.855082], [-0.154361, 0.620516, -2.381398], [1.667867, 1.050219, -1.887563], [0.566774, 2.704301, 1.101152], [2.126335, 2.088982, 0.337753], [1.498430, 1.352667, 1.928233], [-3.352711, -1.066713, 0.039949], [-3.656341, 0.498013, -0.371960], [-1.054627, -2.918345, -0.858194]],
  "forces_ev_per_angstrom": [[1.57, 3.20, 1.63], [1.66, -2.35, 0.22], [0.36, 0.43, -1.90], [-2.02, -0.55, -0.63], [2.50, -1.06, 0.54], [-0.05, 0.68, 0.24], [1.07, 2.70, -1.78], [0.95, 0.31, -0.79], [-1.23, -5.55, -0.78], [1.53, 2.84, 0.08], [-0.88, 2.09, 0.25], [0.13, -2.29, -1.79], [0.54, 0.15, 0.39], [-0.11, -0.37, 2.37], [0.38, 1.21, -1.21], [0.19, 1.47, -0.45], [-0.22, 0.60, 0.13], [-2.58, -0.61, -0.93], [0.50, -1.85, 0.42], [1.64, 1.18, 1.88], [-1.79, 0.40, 0.10], [0.91, -1.21, -0.07], [-1.65, -0.65, 1.37], [-0.61, -0.13, -1.02], [-1.34, -3.43, -0.54], [-0.75, 0.51, -0.12], [-0.70, 2.31, 2.38]],
  "orbital_gap_ha": [0.26287, 0.26285],
  "molar_mass_g_mol": 173.2,
  "total_charge": 0,
  "total_energy_ha": -590.2935,
  "de_lowest_kcal_mol": 101.4
}



No. 5
{
  "formula": "C6H7NO2",
  "method": "ωB97M-V/def2-TZVPD",
  "symbols": ["C", "C", "C", "C", "C", "C", "H", "H", "H", "H", "H", "H", "H", "N", "O", "O"],
  "positions_angstrom": [[0.846178, -1.317781, 1.541762], [-0.610330, -1.017029, 1.751517], [-0.636315, 0.309736, -0.368144], [0.013390, -0.102920, -1.527350], [0.455627, 1.001234, -2.115719], [0.013658, 2.150341, -1.426639], [1.267932, -1.622177, 2.558359], [1.589141, -0.378345, 1.047109], [0.879907, -2.162990, 0.870469], [-1.998254, -0.040521, 0.951893], [0.104582, -0.957516, -1.805311], [0.898200, 1.148496, -2.930475], [0.314108, 3.122089, -1.612158], [-1.272750, -0.317064, 0.697011], [-1.225232, -1.476708, 2.690033], [-0.639840, 1.661155, -0.322357]],
  "forces_ev_per_angstrom": [[2.74, 2.33, 0.47], [-0.13, 0.02, -0.91], [0.24, 0.30, -0.95], [-2.89, 6.83, 6.29], [-2.91, 4.92, 4.51], [0.48, -5.39, -0.17], [-0.51, 0.42, -1.54], [-2.53, -2.82, 1.49], [0.32, -0.23, -0.28], [-14.99, 5.65, 4.68], [1.09, -10.13, -3.15], [3.85, 0.51, -6.67], [-0.22, 1.91, 0.36], [15.16, -6.22, -3.71], [0.05, 0.68, -0.54], [0.24, 1.21, 0.12]],
  "smiles": "CC(=O)Nc1ccco1",
  "orbital_gap_ha": 0.34281,
  "molar_mass_g_mol": 125.1,
  "total_charge": 0,
  "total_energy_ha": -437.9255,
  "de_lowest_kcal_mol": 89.3
}